{
  "formula": "C27H63F3N9O12P3",
  "method": "wB97M-V/def2-TZVPD",
  "elements": ["C", "N", "C", "P", "O", "N", "C", "C", "N", "C", "C", "H", "H", "H", "H", "H", "H", "H", "H", "H", "H", "H", "H", "H", "H", "H", "H", "H", "H", "C", "N", "C", "P", "O", "N", "C", "C", "N", "C", "C", "H", "H", "H", "H", "H", "H", "H", "H", "H", "H", "H", "H", "H", "H", "H", "H", "H", "H", "C", "N", "C", "P", "O", "N", "C", "C", "N", "C", "C", "H", "H", "H", "H", "H", "H", "H", "H", "H", "H", "H", "H", "H", "H", "H", "H", "H", "H", "O", "C", "O", "C", "C", "F", "O", "H", "H", "H", "O", "C", "O", "C", "C", "F", "O", "H", "H", "H", "O", "C", "O", "C", "C", "F", "O", "H", "H", "H"],
  "coordinates": [[8.296, -2.682, 5.475], [8.091, -4.070, 5.089], [9.306, -4.800, 4.820], [6.497, -4.784, 4.994], [5.436, -3.755, 4.932], [6.613, -5.773, 3.617], [6.992, -5.186, 2.283], [5.968, -7.058, 3.491], [6.453, -5.922, 6.277], [7.213, -5.510, 7.515], [5.175, -6.498, 6.621], [8.660, -2.669, 6.502], [7.419, -2.038, 5.540], [9.090, -2.249, 4.867], [9.108, -5.871, 4.795], [10.133, -4.552, 5.484], [9.567, -4.522, 3.798], [7.334, -5.887, 1.522], [6.079, -4.741, 1.888], [7.713, -4.380, 2.420], [6.204, -7.766, 4.285], [4.907, -6.845, 3.623], [6.061, -7.453, 2.480], [6.799, -5.820, 8.475], [8.252, -5.833, 7.446], [7.222, -4.425, 7.618], [5.343, -7.472, 7.081], [4.495, -6.674, 5.787], [4.656, -5.765, 7.237], [-7.058, -2.055, -0.690], [-7.676, -1.302, -1.732], [-6.858, -0.190, -2.227], [-9.188, -1.720, -2.321], [-9.949, -2.793, -1.674], [-10.131, -0.349, -1.930], [-9.761, 1.009, -2.350], [-11.017, -0.374, -0.771], [-9.076, -1.663, -4.026], [-8.045, -2.536, -4.657], [-10.353, -1.701, -4.856], [-6.347, -2.769, -1.106], [-7.813, -2.652, -0.178], [-6.539, -1.436, 0.042], [-5.873, -0.573, -2.494], [-6.871, 0.534, -1.412], [-7.250, 0.170, -3.178], [-9.273, 1.045, -3.324], [-10.705, 1.474, -2.635], [-9.315, 1.622, -1.567], [-10.501, 0.075, 0.078], [-11.879, 0.258, -0.984], [-11.318, -1.385, -0.497], [-7.831, -2.309, -5.701], [-7.123, -2.462, -4.082], [-8.479, -3.534, -4.590], [-10.656, -2.713, -5.125], [-10.169, -1.143, -5.774], [-11.189, -1.121, -4.464], [2.555, 4.760, -8.759], [2.033, 5.295, -7.518], [2.186, 4.411, -6.325], [1.028, 6.709, -7.553], [0.791, 7.391, -8.845], [-0.413, 6.104, -6.853], [-1.421, 7.079, -6.450], [-0.975, 4.884, -7.342], [1.763, 7.779, -6.378], [1.929, 7.387, -4.968], [3.042, 8.462, -6.849], [3.369, 4.041, -8.667], [2.899, 5.595, -9.369], [1.763, 4.348, -9.385], [3.239, 4.327, -6.057], [1.715, 3.463, -6.584], [1.663, 4.849, -5.475], [-2.219, 6.625, -5.862], [-1.042, 7.925, -5.877], [-1.846, 7.463, -7.377], [-1.826, 5.048, -8.003], [-0.272, 4.316, -7.950], [-1.436, 4.325, -6.528], [0.963, 7.237, -4.486], [2.628, 6.566, -4.812], [2.255, 8.271, -4.419], [3.787, 7.745, -7.196], [3.524, 9.252, -6.272], [2.747, 9.037, -7.727], [-3.910, -5.103, 7.738], [-4.596, -5.318, 8.708], [-4.548, -4.634, 9.852], [-5.653, -4.775, 10.689], [-6.053, -6.144, 10.181], [-7.353, -6.225, 10.033], [-5.527, -6.242, 8.892], [-5.411, -4.753, 11.752], [-6.400, -3.987, 10.586], [-5.728, -7.024, 10.736], [6.548, 2.285, 0.851], [6.751, 3.471, 1.120], [7.681, 3.874, 1.929], [7.909, 5.205, 1.694], [6.536, 5.696, 1.213], [6.550, 6.593, 0.223], [6.088, 4.490, 0.618], [8.183, 5.724, 2.613], [8.650, 5.391, 0.917], [5.928, 5.983, 2.071], [-0.793, 2.864, 0.343], [-0.245, 1.889, 0.908], [-0.557, 1.408, 2.140], [0.358, 0.427, 2.565], [0.776, -0.104, 1.184], [-0.066, -1.086, 0.700], [0.657, 1.056, 0.400], [1.206, 0.865, 3.092], [-0.032, -0.409, 3.145], [1.782, -0.518, 1.258]],
  "mulliken_charge": [-1.09, 0.38, -1.28, 0.43, -0.93, 0.38, -1.03, -1.01, 0.10, -0.99, -1.14, 0.35, 0.30, 0.35, 0.36, 0.38, 0.35, 0.33, 0.37, 0.32, 0.26, 0.35, 0.32, 0.42, 0.26, 0.31, 0.35, 0.35, 0.43, -1.06, 0.32, -1.13, 0.57, -0.89, 0.32, -1.20, -1.02, 0.17, -1.01, -1.04, 0.31, 0.31, 0.34, 0.41, 0.31, 0.33, 0.34, 0.43, 0.25, 0.33, 0.30, 0.29, 0.32, 0.25, 0.39, 0.33, 0.38, 0.33, -1.05, 0.32, -1.18, 0.56, -0.84, 0.24, -1.16, -1.02, 0.05, -1.01, -1.04, 0.38, 0.30, 0.30, 0.30, 0.37, 0.43, 0.38, 0.31, 0.38, 0.37, 0.28, 0.29, 0.28, 0.26, 0.45, 0.33, 0.36, 0.35, -0.53, 0.72, -0.35, -0.31, 0.30, -0.28, -0.32, 0.23, 0.26, 0.28, -0.59, 0.71, -0.29, -0.42, 0.28, -0.28, -0.29, 0.27, 0.29, 0.31, -0.57, 0.69, -0.33, -0.40, 0.24, -0.28, -0.30, 0.30, 0.32, 0.32],
  "smiles": "CN(C)P(=O)(N(C)C)N(C)C.CN(C)P(=O)(N(C)C)N(C)C.CN(C)P(=O)(N(C)C)N(C)C.O=C1OC[C@@H](F)O1.O=C1OC[C@@H](F)O1.O=C1OC[C@@H](F)O1"
}

***

{
  "formula": "C27H63N12O23S4",
  "method": "wB97M-V/def2-TZVPD",
  "elements": ["C", "C", "N", "C", "C", "N", "C", "C", "H", "H", "H", "H", "H", "H", "H", "H", "H", "H", "H", "C", "O", "N", "N", "H", "H", "H", "H", "C", "O", "N", "N", "H", "H", "H", "H", "C", "O", "N", "N", "H", "H", "H", "H", "C", "O", "N", "N", "H", "H", "H", "H", "C", "O", "N", "N", "H", "H", "H", "H", "C", "C", "O", "S", "O", "O", "O", "H", "H", "H", "H", "C", "C", "O", "S", "O", "O", "O", "H", "H", "H", "H", "C", "C", "O", "S", "O", "O", "O", "H", "H", "H", "H", "C", "C", "O", "S", "O", "O", "O", "H", "H", "H", "H", "C", "C", "C", "O", "C", "H", "H", "H", "H", "H", "H", "H", "H", "C", "C", "C", "O", "C", "H", "H", "H", "H", "H", "H", "H", "H"],
  "coordinates": [[-4.022, 25.861, 11.449], [-5.502, 25.870, 11.207], [-6.275, 26.037, 12.418], [-6.604, 24.943, 13.183], [-7.307, 25.395, 14.265], [-7.482, 26.739, 14.099], [-6.777, 27.126, 13.021], [-8.153, 27.633, 15.023], [-3.701, 26.540, 12.240], [-3.525, 26.233, 10.552], [-3.635, 24.868, 11.684], [-5.975, 25.101, 10.599], [-5.642, 26.781, 10.618], [-6.344, 23.970, 12.799], [-7.880, 24.888, 15.024], [-6.709, 28.142, 12.669], [-7.758, 28.646, 15.020], [-8.078, 27.225, 16.029], [-9.198, 27.613, 14.712], [-9.036, 27.166, 10.277], [-9.837, 26.238, 10.418], [-9.232, 28.370, 10.865], [-8.011, 27.186, 9.394], [-10.016, 28.164, 11.479], [-8.494, 29.039, 10.970], [-8.017, 26.391, 8.771], [-7.550, 28.059, 9.224], [-4.604, 30.467, 14.247], [-5.089, 29.565, 13.561], [-3.418, 30.294, 14.885], [-5.057, 31.716, 14.344], [-2.927, 31.087, 15.254], [-3.063, 29.365, 15.015], [-4.543, 32.508, 14.675], [-5.978, 31.806, 13.934], [-11.035, 24.626, 15.530], [-10.228, 25.078, 16.335], [-12.323, 25.009, 15.406], [-10.620, 23.732, 14.578], [-12.769, 25.698, 15.985], [-12.853, 24.774, 14.586], [-11.241, 23.406, 13.859], [-9.679, 23.360, 14.639], [-7.032, 24.993, 18.324], [-6.546, 24.891, 17.188], [-6.267, 24.978, 19.451], [-8.327, 25.217, 18.544], [-5.313, 24.676, 19.384], [-6.726, 25.130, 20.330], [-8.732, 25.135, 19.461], [-8.977, 25.011, 17.790], [-8.166, 21.783, 15.872], [-8.035, 22.509, 14.887], [-9.048, 20.735, 15.918], [-7.589, 22.045, 17.067], [-9.815, 20.867, 15.280], [-9.069, 20.077, 16.672], [-7.810, 21.405, 17.804], [-7.012, 22.872, 17.134], [1.287, 24.990, 9.572], [0.412, 24.583, 10.772], [-0.941, 24.494, 10.291], [-1.065, 25.264, 8.860], [-1.096, 26.670, 9.067], [-1.997, 24.724, 7.932], [0.441, 24.764, 8.454], [2.119, 24.327, 9.347], [1.629, 26.025, 9.619], [0.438, 25.326, 11.567], [0.776, 23.619, 11.119], [-8.201, 23.325, 9.400], [-9.084, 22.474, 8.466], [-8.665, 22.832, 7.155], [-7.303, 23.764, 7.125], [-7.675, 25.161, 6.962], [-6.384, 23.282, 6.164], [-6.975, 23.508, 8.668], [-7.977, 22.731, 10.282], [-8.728, 24.243, 9.664], [-10.136, 22.590, 8.710], [-8.735, 21.452, 8.623], [-4.610, 21.996, 15.406], [-3.892, 20.634, 15.135], [-3.349, 20.715, 13.805], [-3.788, 22.082, 13.043], [-5.016, 21.849, 12.330], [-2.649, 22.630, 12.360], [-4.228, 22.856, 14.382], [-4.217, 22.388, 16.344], [-5.679, 21.813, 15.503], [-4.532, 19.765, 15.268], [-2.972, 20.512, 15.707], [-2.306, 29.061, 11.302], [-0.845, 29.469, 11.567], [-0.799, 30.816, 11.105], [-2.242, 31.493, 10.794], [-2.147, 32.241, 9.585], [-2.778, 32.134, 11.965], [-2.841, 30.040, 10.456], [-2.744, 28.846, 12.285], [-2.543, 28.079, 10.896], [-0.159, 28.761, 11.107], [-0.676, 29.591, 12.636], [-6.321, 30.756, 18.662], [-6.923, 29.400, 18.304], [-5.696, 28.554, 18.167], [-4.675, 29.338, 17.613], [-5.015, 30.726, 17.843], [-6.146, 30.945, 19.719], [-6.932, 31.560, 18.250], [-7.454, 29.462, 17.350], [-7.607, 29.014, 19.059], [-5.852, 27.575, 17.705], [-5.471, 28.232, 19.197], [-5.259, 31.191, 16.888], [-4.172, 31.137, 18.397], [-9.751, 31.826, 12.223], [-10.318, 31.973, 13.666], [-9.116, 32.388, 14.529], [-7.956, 32.030, 13.820], [-8.230, 31.608, 12.464], [-9.997, 32.795, 11.792], [-10.242, 31.046, 11.646], [-10.749, 31.067, 14.099], [-11.192, 32.625, 13.664], [-9.144, 31.756, 15.419], [-9.178, 33.447, 14.781], [-7.833, 30.605, 12.298], [-7.556, 32.352, 12.031]],
  "mulliken_charge": [-0.66, -0.56, 1.02, -1.20, -0.83, 0.67, -0.89, -0.51, 0.30, 0.30, 0.00, 0.08, 0.22, 0.87, 0.64, 0.98, 0.04, 0.07, 0.28, 0.55, -0.72, -0.34, -0.14, 0.23, 0.14, 0.12, 0.20, 0.32, -0.56, -0.12, -0.17, 0.16, 0.21, 0.21, 0.03, 0.58, -0.66, -0.44, -0.17, 0.24, 0.14, 0.22, 0.12, 0.52, -0.51, -0.41, -0.25, 0.25, 0.14, 0.25, 0.23, 0.69, -0.72, -0.47, -0.24, 0.29, 0.15, 0.18, 0.06, -0.34, -0.26, -0.02, 1.01, -0.50, -0.56, -0.40, 0.29, 0.23, 0.27, 0.29, 0.00, -0.43, -0.35, 1.09, -0.65, -0.52, -0.19, 0.33, -0.05, 0.32, 0.34, 0.49, -0.38, -0.40, 1.07, -0.56, -0.47, -0.19, 0.35, -0.57, 0.29, 0.27, 1.14, -0.18, -0.36, 1.09, -0.57, -0.50, -0.35, -0.35, -0.34, 0.25, 0.27, -0.82, 0.06, -0.19, -0.37, 0.04, 0.27, 0.34, -0.29, 0.47, 0.04, 0.23, -0.12, 0.43, -0.38, -0.68, -0.44, -0.48, 0.57, 0.27, 0.32, 0.24, 0.40, 0.18, 0.32, -0.77, 0.33],
  "total_charge": 1
}

***

{
  "formula": "C27H63N9O9",
  "method": "wB97M-V/def2-TZVPD",
  "elements": ["C", "N", "C", "C", "O", "H", "H", "H", "H", "H", "H", "H", "C", "N", "C", "C", "O", "H", "H", "H", "H", "H", "H", "H", "C", "N", "C", "C", "O", "H", "H", "H", "H", "H", "H", "H", "C", "N", "C", "C", "O", "H", "H", "H", "H", "H", "H", "H", "C", "N", "C", "C", "O", "H", "H", "H", "H", "H", "H", "H", "C", "N", "C", "C", "O", "H", "H", "H", "H", "H", "H", "H", "C", "N", "C", "C", "O", "H", "H", "H", "H", "H", "H", "H", "C", "N", "C", "C", "O", "H", "H", "H", "H", "H", "H", "H", "C", "N", "C", "C", "O", "H", "H", "H", "H", "H", "H", "H"],
  "coordinates": [[2.864, 5.663, 2.587], [3.234, 4.315, 2.777], [2.430, 3.205, 2.688], [3.193, 1.895, 2.752], [1.232, 3.332, 2.315], [3.323, 6.548, 3.280], [1.828, 5.762, 2.793], [3.031, 5.913, 1.769], [4.201, 4.200, 3.007], [3.637, 1.420, 1.960], [2.392, 1.212, 3.135], [4.091, 2.055, 3.434], [-1.492, 3.664, 0.000], [-0.010, 3.723, -0.113], [0.765, 4.176, -1.062], [2.292, 3.933, -1.020], [0.208, 4.836, -2.057], [-1.983, 3.013, 0.786], [-2.031, 3.558, -1.002], [-1.846, 4.739, 0.157], [0.352, 3.561, 0.730], [2.508, 2.831, -0.788], [2.825, 4.761, -0.485], [2.558, 4.169, -2.127], [-0.189, -1.773, -4.939], [-1.147, -1.076, -5.748], [-1.078, 0.207, -6.073], [-2.423, 0.702, -6.708], [-0.053, 0.829, -5.947], [-0.355, -2.804, -4.853], [-0.326, -1.512, -3.954], [0.763, -1.485, -5.457], [-1.990, -1.685, -6.051], [-2.286, 1.831, -6.739], [-3.230, 0.326, -6.078], [-2.322, 0.354, -7.758], [-6.508, -2.040, -1.818], [-5.201, -1.398, -1.494], [-4.998, -0.062, -1.358], [-3.538, 0.197, -0.944], [-5.879, 0.786, -1.626], [-6.298, -3.128, -1.962], [-6.732, -1.709, -2.720], [-7.404, -1.899, -1.357], [-4.482, -1.739, -1.044], [-2.831, -0.643, -0.941], [-3.662, 0.676, 0.084], [-3.121, 0.920, -1.669], [-0.387, 1.436, -2.924], [-0.160, 1.360, -1.413], [-0.225, 0.334, -0.741], [0.087, 0.370, 0.737], [-0.534, -0.751, -1.265], [-1.420, 1.306, -3.106], [0.176, 0.694, -3.259], [0.031, 2.448, -3.162], [-0.189, 2.206, -0.962], [1.141, 0.034, 1.009], [-0.509, -0.493, 1.328], [-0.131, 1.220, 1.153], [2.837, -1.179, -1.905], [4.015, -1.757, -1.298], [5.127, -1.071, -0.774], [6.297, -1.812, -0.141], [5.088, 0.175, -0.645], [2.665, -1.749, -2.692], [2.949, -0.132, -2.489], [2.067, -1.205, -1.187], [4.195, -2.815, -1.213], [7.027, -1.108, 0.484], [6.866, -2.329, -0.928], [5.899, -2.573, 0.639], [-1.512, 1.634, 3.692], [-1.654, 0.285, 4.067], [-0.582, -0.541, 4.416], [-1.045, -1.937, 4.603], [0.595, -0.189, 4.425], [-0.441, 1.900, 3.566], [-1.968, 2.205, 4.612], [-2.137, 1.740, 3.000], [-2.529, -0.081, 4.120], [-1.601, -2.125, 3.859], [-1.495, -2.080, 5.458], [-0.192, -2.575, 4.581], [-2.496, -3.481, -2.103], [-3.676, -4.275, -1.480], [-3.954, -4.208, -0.180], [-5.117, -5.107, 0.443], [-3.487, -3.279, 0.506], [-3.082, -2.665, -2.629], [-2.049, -4.125, -2.928], [-1.621, -3.247, -1.561], [-4.277, -5.035, -1.993], [-4.629, -6.162, 0.500], [-5.853, -5.150, -0.326], [-5.259, -4.774, 1.559], [4.233, -0.722, 5.552], [3.364, -0.994, 4.486], [3.821, -1.753, 3.386], [2.965, -1.796, 2.122], [4.910, -2.339, 3.387], [4.794, -1.587, 5.915], [3.577, -0.499, 6.460], [4.707, 0.217, 5.346], [2.298, -0.761, 4.294], [3.145, -1.004, 1.354], [1.917, -1.749, 2.371], [3.109, -2.712, 1.514]],
  "mulliken_charge": [-1.13, -0.16, 0.51, -0.53, -0.79, 0.27, 0.37, 0.51, 0.21, 0.36, -0.06, 0.32, -0.67, -0.13, 0.73, -0.68, -0.72, 0.00, 0.31, 0.43, 0.04, 0.09, 0.18, 0.35, -0.78, -0.12, 0.68, -1.25, -0.63, 0.55, -0.01, 0.29, 0.27, 0.29, 0.39, 0.36, -1.24, 0.08, 0.29, 0.42, -0.73, 0.33, 0.49, 0.40, -0.03, -0.14, -0.04, 0.02, -1.14, 0.83, 0.72, 0.66, -0.49, 0.30, 0.41, 0.21, -0.40, -0.90, -0.06, 0.14, -1.16, -0.08, 0.66, -1.04, -0.65, 0.58, 0.19, 0.40, 0.26, 0.23, 0.37, 0.25, -0.87, -0.10, 0.87, -2.06, -0.73, 0.11, 0.26, 0.45, 0.17, 0.74, 0.51, 0.41, -0.81, -0.11, 0.58, -1.09, -0.61, 0.33, 0.31, 0.28, 0.28, 0.34, 0.33, 0.25, -1.05, 0.24, 0.59, -0.07, -0.69, 0.31, 0.33, 0.32, 0.09, -0.43, 0.12, 0.45],
  "smiles": "CNC(C)=O.CNC(C)=O.CNC(C)=O.CNC(C)=O.CNC(C)=O.CNC(C)=O.CNC(C)=O.CNC(C)=O.CNC(C)=O"
}

***

Computed DFT total energy, in the same sequence as the records: -3785.96510 -5046.76613 -2236.26397 hartree.